# C49H36Br5CaF4N6O4PS

A structure of composition C49H36Br5CaF4N6O4PS at a distorted geometry (the ωB97M-V functional and the def2-TZVPD basis, OMol25).

```
107
Properties=species:S:1:pos:R:3:forces:R:3:lowdin_charge:R:1
Ca 1.06261 -0.40593 0.47634 0.767 0.484 -1.402 1.24
N -4.79271 5.20267 0.46216 -0.054 -0.088 -0.092 0.09
C -3.80181 4.29657 0.83358 0.090 -0.057 -0.041 -0.32
C -2.56388 4.31295 0.18686 -0.164 0.065 0.073 -0.02
C -1.59791 3.37781 0.50932 0.134 -0.069 -0.034 -0.05
C -1.86524 2.41227 1.46693 0.132 -0.270 -0.001 -0.27
C -3.08723 2.38849 2.12251 -0.040 0.003 0.013 -0.07
C -4.05103 3.33132 1.81244 0.041 0.021 -0.071 -0.04
S -0.63518 1.19618 1.89019 -1.443 0.883 1.131 0.56
O 0.57731 1.64578 1.21944 -0.143 0.770 0.208 -0.46
O -0.59729 1.15493 3.32900 -0.122 0.020 0.011 -0.27
N -0.95291 -0.19474 1.22433 -1.319 0.525 0.479 -0.23
C -1.86531 -1.11905 1.60215 -0.644 -0.337 0.643 -0.45
N -1.60850 -2.37538 1.18444 0.133 0.292 -0.160 0.16
C -2.48587 -3.30893 1.47955 -0.091 0.012 0.019 -0.14
C -3.64478 -3.05449 2.20602 0.074 -0.027 -0.002 -0.08
C -3.79841 -1.74836 2.62915 -0.095 0.019 -0.010 -0.16
N -2.93656 -0.78311 2.35006 0.187 0.174 -0.170 0.14
H -4.47198 6.03560 0.00035 -0.021 0.059 0.029 0.08
H -5.52945 5.35337 1.12784 0.013 0.075 0.056 0.08
H -2.37349 5.06674 -0.56946 0.058 -0.039 -0.019 0.11
H -0.63138 3.38100 0.02092 -0.040 0.035 0.024 0.09
H -3.26433 1.61195 2.85390 -0.049 0.050 0.027 0.10
H -5.00866 3.32175 2.32209 -0.008 -0.022 -0.014 0.10
H -2.24662 -4.30912 1.12638 -0.037 0.011 -0.004 0.11
H -4.36612 -3.82631 2.43300 0.000 0.008 0.010 0.08
H -4.66398 -1.44752 3.21621 0.017 -0.050 0.012 0.10
Br 2.74591 -5.39715 -4.97471 0.013 -0.024 -0.089 0.63
C 2.39352 -4.37645 -3.42059 0.010 0.041 0.109 -0.78
C 3.23719 -4.44776 -2.32387 -0.201 0.050 -0.137 -0.78
Br 4.77391 -5.54630 -2.37639 0.129 -0.051 0.012 0.65
C 2.92277 -3.72610 -1.17662 -0.009 0.046 0.160 -0.61
Br 3.98464 -3.88586 0.38062 -0.007 0.000 0.014 0.79
C 1.78972 -2.88928 -1.05931 0.147 -0.479 -0.141 -0.42
O 1.48841 -2.31183 0.04146 0.218 -2.479 -0.855 -0.32
C 0.96622 -2.75803 -2.23939 -0.045 0.219 -0.007 -0.34
O -0.12560 -2.00286 -2.21882 0.117 -0.489 0.258 -0.33
C 1.26650 -3.54428 -3.34923 0.100 -0.134 -0.094 -0.60
Br 0.01626 -3.55518 -4.77409 -0.027 0.007 0.017 0.80
F -1.64307 5.97024 -3.60584 -0.008 0.088 -0.033 0.09
C -1.40742 4.67014 -3.35644 -0.013 -0.087 0.007 -0.17
C -2.36027 3.71786 -3.65525 -0.017 -0.007 0.028 -0.15
F -3.51498 4.10337 -4.22487 -0.066 0.050 -0.019 0.09
C -2.11684 2.38768 -3.36575 0.271 -0.004 0.083 -0.23
F -3.11305 1.55205 -3.72183 -0.054 -0.076 -0.100 0.08
C -0.94927 1.92272 -2.76998 0.109 0.085 0.101 -0.20
P -0.41023 -0.12859 -2.29057 -0.385 0.307 -0.659 1.07
C -0.18866 -0.19568 -4.13122 0.125 -0.085 0.177 -0.35
C 1.09708 -0.00504 -4.63191 -0.003 -0.038 0.079 -0.10
C 1.34067 -0.01878 -5.99828 0.007 0.003 -0.040 -0.09
C 0.29660 -0.22053 -6.88699 0.016 0.004 -0.061 -0.12
C -0.98405 -0.43710 -6.39669 -0.068 0.006 0.025 -0.11
C -1.22468 -0.43428 -5.03198 0.065 0.091 -0.040 -0.13
C -2.18912 -0.53290 -1.98949 -0.055 0.051 0.073 -0.32
C -2.95507 0.34878 -1.23293 -0.058 -0.105 0.047 -0.12
C -4.27843 0.08008 -0.92575 0.028 -0.043 0.113 -0.08
C -4.86489 -1.09710 -1.36588 -0.117 -0.008 0.058 -0.11
C -4.11483 -1.99294 -2.11131 0.000 0.011 0.001 -0.09
C -2.78919 -1.71521 -2.41479 0.027 -0.129 -0.111 -0.09
C -0.00045 2.91647 -2.52554 -0.141 -0.088 -0.055 -0.59
Br 1.70699 2.49386 -1.79755 -0.001 0.054 -0.039 0.87
C -0.21654 4.25981 -2.79827 0.108 -0.085 0.090 -0.29
F 0.70513 5.19804 -2.51735 -0.012 0.068 -0.034 0.04
H 1.91863 0.15009 -3.94241 -0.027 0.020 -0.025 0.07
H 2.34984 0.11985 -6.36831 -0.002 0.021 0.023 0.10
H 0.47859 -0.21547 -7.95566 0.011 -0.042 0.013 0.09
H -1.80411 -0.62186 -7.08206 0.008 0.015 -0.002 0.10
H -2.22263 -0.62500 -4.66563 -0.048 0.056 -0.003 0.09
H -2.52078 1.27497 -0.89286 0.054 0.086 0.088 0.08
H -4.84188 0.78765 -0.32934 -0.001 0.017 0.011 0.10
H -5.89826 -1.31770 -1.12035 0.012 0.000 -0.008 0.09
H -4.55748 -2.92335 -2.44944 0.011 0.011 -0.020 0.09
H -2.21226 -2.43068 -2.98542 0.024 0.027 0.060 0.08
C 2.23542 -3.67612 3.62132 -0.044 -0.023 0.017 -0.10
C 1.05187 -2.70713 3.54728 0.222 0.021 0.106 -0.19
C 1.32727 -1.45637 4.34212 -0.013 -0.072 -0.135 -0.17
C 0.91232 -1.36822 5.66121 -0.018 0.042 0.039 -0.06
C 1.18790 -0.24490 6.42615 0.027 0.022 0.017 -0.10
C 1.87816 0.80586 5.85112 0.021 0.011 0.093 -0.07
C 2.31252 0.75813 4.53157 -0.083 -0.034 -0.231 -0.18
C 2.93793 1.99635 3.93377 0.073 -0.040 0.047 -0.20
C 4.37746 2.24622 4.39144 -0.095 0.023 -0.064 -0.10
C 2.04826 -0.39358 3.76772 0.169 -0.023 0.603 -0.19
N 2.40492 -0.47721 2.41806 0.205 0.160 0.331 0.00
C 3.63657 -0.37664 2.04794 0.089 -0.257 0.210 -0.10
C 4.03716 -0.30203 0.69409 0.380 0.192 -0.268 -0.37
C 5.33923 -0.42314 0.17350 -0.029 0.017 0.235 -0.09
C 5.21084 -0.35496 -1.20702 0.019 0.041 -0.127 -0.11
C 3.83815 -0.17992 -1.45392 0.100 -0.012 0.030 -0.22
N 3.12753 -0.14367 -0.32468 1.494 0.424 -0.592 -0.09
H 2.03101 -4.58408 3.05109 0.045 0.030 -0.030 0.06
H 2.44822 -3.95409 4.65764 -0.029 0.014 0.018 0.07
H 3.12982 -3.21318 3.20316 -0.019 -0.018 -0.019 0.04
H 0.15852 -3.19803 3.94167 -0.064 0.056 -0.040 0.11
H 0.87425 -2.46413 2.50058 -0.079 -0.076 -0.049 0.07
H 0.34516 -2.18899 6.08872 0.018 -0.019 -0.016 0.10
H 0.84564 -0.17669 7.45240 -0.013 -0.014 -0.011 0.09
H 2.05859 1.70938 6.42671 0.000 -0.001 -0.019 0.11
H 2.32344 2.85237 4.22672 -0.016 -0.003 -0.042 0.11
H 2.90069 1.94210 2.84714 -0.041 0.033 -0.013 0.10
H 4.42797 2.34787 5.47794 0.030 -0.027 0.008 0.06
H 4.76381 3.16400 3.94213 0.037 -0.008 0.027 0.07
H 5.03122 1.42390 4.09719 0.014 0.002 0.018 0.06
H 4.43887 -0.39056 2.79540 -0.032 0.025 0.022 0.13
H 6.24208 -0.58050 0.74725 -0.011 0.015 0.003 0.09
H 5.99258 -0.42259 -1.94873 -0.005 -0.030 0.011 0.08
H 3.35085 -0.08624 -2.41554 0.031 -0.003 0.031 0.07
```
Forces are in eV/Å.

The HOMO energy comes out at -0.0788 Ha. The calculation puts the total energy at -17205.23802 hartree. For the molar mass, the calculation gives 1351.5 g/mol. The charge is -2. The calculation puts the energy above the lowest of the compared OMol25 structures with the same formula, charge and spin at 0.0 kcal per mole. The calculation puts the LUMO energy at 3.908 eV.